# 1
A molecular structure, C4H13N3. Source: OMol25; level of theory: ωB97M-V/def2-TZVPD.

Atoms and positions in Å:
C 0.311 0.884 0.809
C -0.837 -0.951 -1.965
C 1.005 0.687 2.147
C 0.976 1.908 -0.102
N -0.315 -1.398 -0.682
N -1.029 0.844 0.863
N -0.771 -2.670 -0.411
H -1.418 1.129 -0.041
H 0.279 -0.446 -0.030
H -1.759 -2.880 -0.557
H -0.438 -3.062 0.464
H -0.437 0.036 -2.197
H -0.574 -1.641 -2.777
H -1.930 -0.861 -1.938
H 0.894 1.583 2.764
H 0.640 2.920 0.140
H 0.550 -0.149 2.683
H 2.074 0.507 2.009
H 2.065 1.865 -0.035
H 0.714 1.695 -1.143

Properties
**Molar mass**: 103.17 g/mol
**Net charge**: 0
**Frontier orbital gap (spin up / spin down)**: 5.91 / 5.91 eV
**Total energy**: -324.28388 Eh

---

# 2
2 unconnected molecules or ions with the total composition C4H11NO2. Source: OMol25; level of theory: ωB97M-V/def2-TZVPD.

Atoms and positions in Å:
C 0.947 -0.943 -0.834
C -0.136 -0.622 -1.944
C 1.369 0.264 0.041
N 0.274 0.851 0.686
C 0.500 1.509 2.036
O 2.604 0.670 0.170
H 0.438 -1.550 -0.176
H 1.912 -1.438 -1.212
H 0.197 0.079 -2.688
H -1.009 -0.094 -1.544
H -0.329 -1.621 -2.356
H -0.635 0.786 0.219
H 0.324 2.601 2.038
H -0.208 1.167 2.759
H 1.530 1.174 2.191
H -2.355 -1.240 0.928
H -2.892 -1.023 -0.569
O -2.531 -0.570 0.255

Properties
**Molar mass**: 105.14 g/mol
**2S+1**: 2
**Net charge**: -1
**Frontier orbital gap (spin up / spin down)**: 3.16 / 9.78 eV
**Total energy**: -364.18635 Eh

---

# 3
11 unconnected molecules or ions with the total composition C28H78O11. Source: OMol25; level of theory: ωB97M-V/def2-TZVPD.

Atoms and positions in Å:
C 7.977 9.363 -20.236
C 7.753 8.141 -19.368
C 8.965 7.246 -19.316
O 7.636 8.601 -18.058
H 7.076 9.976 -20.266
H 8.296 9.053 -21.231
H 8.687 10.060 -19.793
H 6.812 7.650 -19.616
H 9.006 6.627 -20.212
H 9.026 6.568 -18.465
H 9.846 7.885 -19.379
H 7.045 9.358 -18.080
C 7.389 3.695 -23.449
C 7.037 4.991 -24.107
C 6.647 4.767 -25.595
O 5.898 5.601 -23.505
H 6.508 3.060 -23.363
H 7.539 3.718 -22.370
H 8.141 3.210 -24.071
H 7.894 5.647 -24.260
H 7.502 4.397 -26.162
H 6.312 5.719 -26.007
H 5.842 4.042 -25.714
H 5.754 6.492 -23.830
C 16.323 0.364 -27.751
C 15.052 0.580 -28.549
C 15.213 0.180 -29.996
O 13.918 -0.062 -28.135
H 16.613 -0.673 -27.583
H 16.269 0.803 -26.755
H 17.162 0.788 -28.303
H 14.945 1.665 -28.545
H 16.178 0.569 -30.320
H 14.391 0.519 -30.626
H 15.117 -0.904 -30.056
H 13.382 -0.194 -28.920
C 10.697 10.640 -29.667
C 10.564 9.416 -30.624
C 9.713 8.333 -29.915
O 10.093 9.948 -31.803
H 11.331 11.464 -29.992
H 11.129 10.506 -28.675
H 9.751 11.129 -29.432
H 11.576 9.026 -30.736
H 8.656 8.599 -29.935
H 10.000 8.184 -28.875
H 9.802 7.424 -30.510
H 10.900 10.204 -32.256
C 8.098 1.123 -30.908
C 8.386 0.362 -29.596
C 7.235 -0.464 -29.183
O 9.432 -0.543 -29.899
H 7.609 0.455 -31.616
H 8.958 1.365 -31.533
H 7.484 2.007 -30.737
H 8.723 0.973 -28.759
H 6.340 0.124 -29.387
H 7.383 -0.938 -28.212
H 7.027 -1.358 -29.771
H 9.143 -1.143 -30.591
C 10.921 0.671 -19.060
C 9.947 -0.512 -19.165
C 10.830 -1.693 -19.732
O 9.475 -0.823 -17.885
H 11.531 0.707 -19.963
H 11.532 0.646 -18.157
H 10.486 1.668 -18.987
H 9.089 -0.344 -19.815
H 11.127 -1.455 -20.753
H 10.160 -2.538 -19.573
H 11.779 -1.918 -19.245
H 8.632 -1.277 -17.955
C 16.475 2.782 -18.492
C 17.548 3.781 -18.375
O 17.686 4.047 -17.041
H 16.989 1.827 -18.382
H 16.033 2.801 -19.488
H 15.730 2.770 -17.697
H 17.288 4.688 -18.921
H 18.432 3.284 -18.776
H 18.583 4.282 -16.791
C 20.133 7.619 -21.271
C 19.764 7.991 -22.761
O 18.421 7.693 -22.903
H 20.099 6.563 -21.002
H 19.565 8.166 -20.519
H 21.182 7.891 -21.149
H 20.310 7.343 -23.447
H 20.042 9.016 -23.006
H 17.910 8.415 -22.530
C 18.634 8.458 -28.837
C 17.297 8.068 -28.264
O 17.159 8.764 -27.080
H 19.447 8.023 -28.256
H 18.638 9.545 -28.758
H 18.867 8.311 -29.891
H 17.330 6.999 -28.055
H 16.422 8.326 -28.861
H 17.425 8.240 -26.321
C 12.719 4.313 -25.442
C 13.005 4.238 -23.912
O 13.486 5.446 -23.407
H 12.195 3.436 -25.819
H 13.646 4.520 -25.976
H 12.057 5.154 -25.647
H 13.702 3.440 -23.656
H 12.043 4.061 -23.432
H 14.203 5.789 -23.945
C 13.985 10.695 -22.192
C 15.001 11.745 -21.527
O 16.264 11.382 -21.854
H 14.034 9.845 -21.511
H 14.285 10.511 -23.224
H 12.935 10.979 -22.119
H 14.948 11.827 -20.441
H 14.768 12.731 -21.931
H 16.820 11.927 -21.293

Properties
**Molar mass**: 590.92 g/mol
**Net charge**: 0
**Frontier orbital gap**: 10.10 eV
**SMILES string**: CC(C)O.CC(C)O.CC(C)O.CC(C)O.CC(C)O.CC(C)O.CCO.CCO.CCO.CCO.CCO
**Total energy**: -1941.00937 Eh

---

# 4
A single C15H14ClN3O3S2 molecule. Source: OMol25; level of theory: ωB97M-V/def2-TZVPD.

Atoms and positions in Å:
C 0.334 -0.169 2.972
C -0.562 1.020 2.653
O 0.142 1.930 1.807
C -0.229 2.015 0.533
O -1.208 1.500 0.063
C 0.767 2.850 -0.249
C 1.862 1.934 -0.710
C 2.899 2.272 -1.522
S 3.919 0.914 -1.812
C 2.844 -0.025 -0.791
N 3.112 -1.345 -0.556
C 2.246 -2.290 -0.097
S 2.812 -3.660 0.610
N 0.898 -2.071 -0.214
C 0.264 -1.407 -1.265
O 0.876 -1.034 -2.239
C -1.192 -1.219 -1.093
C -1.891 -0.698 -2.182
C -3.241 -0.433 -2.100
C -3.906 -0.685 -0.909
Cl -5.590 -0.351 -0.785
C -3.230 -1.198 0.188
C -1.878 -1.464 0.096
N 1.859 0.640 -0.297
H -0.216 -0.906 3.550
H 1.199 0.156 3.544
H 0.686 -0.616 2.046
H -0.822 1.572 3.560
H -1.475 0.701 2.139
H 1.177 3.630 0.395
H 0.270 3.301 -1.109
H 3.119 3.222 -1.964
H 4.072 -1.651 -0.656
H 0.336 -2.700 0.345
H -1.345 -0.497 -3.091
H -3.776 -0.025 -2.943
H -3.761 -1.377 1.110
H -1.371 -1.835 0.973

Properties
**Molar mass**: 383.88 g/mol
**Net charge**: 0
**Frontier orbital gap**: 8.09 eV
**SMILES string**: CCOC(=O)Cc1csc(NC(=S)NC(=O)c2ccc(Cl)cc2)n1
**Total energy**: -2226.61148 Eh

---

# 5
A single C3H4N2OS molecule. Source: OMol25; level of theory: ωB97M-V/def2-TZVPD.

Atoms and positions in Å:
C -0.928 -1.680 -0.095
C 1.123 -0.227 0.043
C -1.146 0.602 -0.072
N -1.663 -0.733 -0.077
N 0.272 0.756 0.357
O 3.385 0.858 -0.111
S 2.701 -0.440 -0.292
H -1.217 -2.665 -0.270
H -1.069 0.785 -1.205
H -1.728 1.304 0.539
H 0.270 1.441 1.183

Properties
**Molar mass**: 116.14 g/mol
**Net charge**: 0
**Frontier orbital gap (spin up / spin down)**: 7.38 / 7.40 eV
**Total energy**: -699.45712 Eh

---

# 6
A single C5H6O2 molecule. Source: OMol25; level of theory: ωB97M-V/def2-TZVPD.

Atoms and positions in Å:
O 0.162 -1.998 0.557
C 0.238 -0.822 0.255
C -0.202 0.215 1.316
O -1.646 0.241 1.181
C -1.961 -0.241 0.015
C 1.373 0.803 -1.272
C 0.830 -0.388 -1.035
H 0.176 1.235 1.207
H 0.026 -0.167 2.312
H -3.061 -0.331 0.009
H 1.377 1.604 -0.536
H 1.854 1.020 -2.221
H 0.834 -1.172 -1.788

Properties
**Molar mass**: 98.10 g/mol
**Net charge**: 0
**Frontier orbital gap**: 9.33 eV
**Total energy**: -344.44064 Eh

---

| no. | largest force on an atom (hartree/bohr) |
| --- | --- |
| 1 | 0.1238 |
| 2 | 0.0981 |
| 3 | 0.0790 |
| 4 | 0.0271 |
| 5 | 0.0549 |
| 6 | 0.0101 |